11
Properties=species:S:1:pos:R:3 method="wB97M-V/def2-TZVPD" mol_weight_g_mol=92.101 energy_ev=-8226.152 e_lumo_ev=0.67 charge=0 smiles="[H]/N=C/C(=C=N)C#C" fmax_ev_per_a=0.54 homo_lumo_gap_ha=0.339
C -2.233 0.378 1.820
C -1.296 0.137 1.101
C -0.193 -0.157 0.244
C -0.077 0.298 -1.162
N 1.034 0.199 -1.782
N 2.029 -1.289 0.522
C 0.951 -0.756 0.578
H -3.055 0.581 2.477
H -0.982 0.734 -1.577
H 0.970 0.569 -2.726
H 2.851 -0.678 0.476